[1]
Computed, not measured: a molecular structure, C18H40N5P3SV in a non-equilibrium geometry, with ωB97M-V with the def2-TZVPD basis set.

The geometry in XYZ format:
```
68
Properties=species:S:1:pos:R:3:forces:R:3
V 1.673 1.416 1.247 2.0 -0.5 3.2
P -2.654 1.475 -1.361 -0.5 0.4 -0.1
P 0.462 -0.539 1.262 -1.6 -2.3 -0.3
P 4.145 -1.251 -3.329 0.3 0.8 0.0
H 2.329 1.942 -1.292 -0.3 -0.2 0.3
C 1.489 1.618 -0.665 -1.0 1.6 -2.2
C 0.853 2.670 0.154 -0.5 1.2 -3.2
H 1.332 3.653 0.128 -0.3 -0.1 0.1
C -3.377 2.592 -0.071 0.2 -0.1 0.1
C -4.139 0.441 -1.688 0.3 -0.2 0.1
C -2.785 2.610 -2.797 0.3 -0.1 -0.1
C 0.877 -1.789 2.513 0.2 0.0 0.2
C -1.327 -0.277 1.567 0.0 0.4 0.0
C 0.555 -1.491 -0.301 0.0 0.0 -0.1
C 5.211 -1.485 -4.746 0.1 -0.4 -0.5
C 2.456 -0.963 -3.849 -0.3 0.1 0.0
C 4.194 -2.581 -2.116 0.1 -0.4 0.2
H 0.814 0.981 -1.239 0.0 0.0 0.3
H -0.236 2.718 0.115 0.0 -0.1 0.2
H -2.754 3.494 0.024 -0.2 -0.1 0.0
H -3.392 2.078 0.900 -0.2 0.2 -0.2
H -4.400 2.876 -0.354 0.3 0.0 0.2
H -4.304 -0.231 -0.836 -0.1 0.1 -0.2
H -3.946 -0.165 -2.581 -0.2 0.1 0.2
H -5.023 1.072 -1.844 0.2 -0.2 0.0
H -2.176 3.503 -2.611 -0.1 -0.1 -0.1
H -3.825 2.902 -2.983 0.2 0.0 0.0
H -2.384 2.092 -3.676 -0.2 0.2 0.0
H 0.123 -2.584 2.519 0.1 0.2 0.0
H 0.909 -1.318 3.501 -0.1 -0.1 -0.1
H 1.859 -2.222 2.306 -0.2 -0.1 0.0
H -1.884 -1.195 1.329 0.2 0.3 0.1
H -1.714 0.552 0.954 0.2 -0.4 0.1
H -1.479 -0.025 2.627 0.1 -0.1 -0.3
H 0.147 -2.500 -0.146 0.1 0.3 0.0
H 1.603 -1.573 -0.623 -0.2 0.0 0.1
H -0.016 -0.989 -1.092 0.0 -0.1 0.2
H 5.639 -2.493 -4.728 -0.1 0.1 -0.2
H 6.024 -0.748 -4.717 -0.2 -0.3 0.0
H 4.633 -1.339 -5.667 0.1 -0.1 0.1
H 2.142 -1.816 -4.469 0.1 0.2 0.1
H 2.398 -0.046 -4.447 0.0 -0.2 0.0
H 1.776 -0.873 -2.993 0.3 0.0 -0.2
H 4.830 -3.390 -2.506 -0.2 0.2 0.2
H 3.189 -2.994 -1.937 0.3 0.2 -0.2
H 4.613 -2.232 -1.162 0.0 -0.1 -0.4
C 3.745 1.302 0.471 1.8 -0.6 -1.5
C 3.696 0.100 1.096 -0.8 -0.4 0.9
C 3.311 0.180 2.468 0.7 0.2 -0.1
C 3.121 1.452 3.041 1.2 -0.9 0.6
C 3.313 2.649 2.315 1.4 0.0 -0.3
C 3.771 2.562 0.978 -0.7 0.9 1.4
S 5.027 0.427 -2.415 0.2 -1.1 1.2
H 4.407 1.315 -3.128 -0.7 0.9 -0.9
H 3.903 -0.836 0.574 -0.3 0.2 0.2
H 3.194 -0.723 3.066 0.1 0.4 0.0
H 2.934 1.478 4.113 0.0 0.1 -0.6
H 3.220 3.618 2.797 -0.1 -0.2 0.0
H 4.066 3.438 0.401 -0.4 -0.1 0.0
N 0.002 2.621 6.119 0.1 -0.3 -0.9
N -0.080 2.547 4.737 1.0 1.5 -0.9
N -0.790 3.489 4.050 1.1 -1.8 0.0
C -0.353 3.280 2.806 -0.1 -0.1 0.6
N 0.599 2.316 2.740 -1.1 0.5 1.8
N 0.823 1.895 4.023 -2.8 0.9 -0.1
H 0.241 1.717 6.506 -0.1 -0.1 0.0
H -0.857 3.003 6.490 -0.2 0.1 0.0
H -0.735 3.862 1.966 0.2 -0.4 0.3
```
Positions in Å, forces in eV/Å.

2S+1: 3
Kohn-Sham gap (alpha / beta) in eV: 5.480 / 5.375
LUMO level (alpha / beta) in eV: -9.9 / -10.0
HOMO (alpha / beta) in eV: -15.36 / -15.36
Net charge: +3
ΔE to the lowest compared entry with this formula, charge and spin in eV: 0.000

Here are the Mulliken charges for atoms 1 to 4, given in e: -0.12, 0.63, 1.52, 1.04



[2]
Computed, not measured: a molecular structure, C18H40NbO6 in a non-equilibrium geometry, with ωB97M-V with the def2-TZVPD basis set.

The geometry in XYZ format:
```
65
Properties=species:S:1:pos:R:3:forces:R:3
C -2.551 4.217 1.252 1.7 0.9 -0.6
O -3.095 3.248 2.213 -0.3 0.0 -2.5
C -3.736 2.098 1.559 -1.3 -1.8 0.6
C -2.917 0.660 1.794 0.5 1.2 0.7
C -1.385 0.765 1.218 0.3 -1.0 0.7
C -1.159 0.136 -0.279 -0.5 -0.2 -0.5
C -1.784 1.021 -1.509 0.3 -0.3 -0.7
C -1.023 2.443 -1.802 -0.8 -0.1 -0.8
C 0.499 2.301 -2.407 -0.6 -0.8 -0.3
Nb 1.628 4.271 -1.976 -0.6 -2.0 0.0
C 2.970 3.266 -0.382 0.1 -1.2 1.8
C 1.971 2.257 0.469 2.2 -3.3 1.8
O 2.360 1.194 1.177 -2.2 5.6 -3.9
H -1.381 4.026 1.112 -2.4 0.4 0.3
H -2.631 5.351 1.616 -0.1 -2.7 -0.4
H -3.014 4.174 0.179 0.6 -0.2 2.1
H -4.785 1.949 2.108 2.1 0.4 -1.1
H -3.989 2.242 0.426 0.8 0.1 2.0
H -2.818 0.556 2.979 -0.3 0.2 -2.5
H -3.504 -0.272 1.396 1.1 1.9 0.6
H -1.040 1.875 1.351 -0.6 -2.1 -0.5
H -0.707 0.120 1.957 -1.3 1.4 -1.6
H -0.023 -0.061 -0.538 -2.2 0.6 0.8
H -1.689 -0.933 -0.302 1.1 2.3 0.2
H -2.935 1.223 -1.394 2.1 -0.4 0.1
H -1.670 0.367 -2.498 -0.2 1.3 2.0
H -1.075 3.136 -0.858 0.2 -1.5 -1.8
H -1.664 2.995 -2.644 1.3 -1.0 1.8
H 0.477 2.181 -3.594 -0.1 0.2 2.4
H 1.049 1.349 -2.002 -1.0 1.6 -0.6
H 0.379 4.756 -0.729 -0.1 0.6 0.4
H 2.507 5.837 -1.552 -0.1 0.0 0.0
H 2.933 3.890 -3.184 0.4 0.4 -0.3
H 0.744 5.166 -3.299 0.3 0.3 -0.2
H 3.379 4.050 0.414 -0.7 -1.7 -1.7
H 3.824 2.609 -0.856 -1.4 1.3 1.3
H 0.823 2.478 0.392 1.9 -0.4 0.4
O -3.585 -2.454 0.331 -0.1 -1.6 -1.7
C -3.570 -3.053 -0.741 0.2 1.1 1.2
O -3.673 -4.400 -0.778 -0.3 -0.1 0.5
C -3.872 -5.172 -1.976 0.2 0.0 -0.1
C -2.547 -5.493 -2.639 0.2 0.1 0.0
C -3.341 -2.312 -2.028 -0.6 0.3 -0.3
H -4.573 -4.677 -2.654 0.1 0.1 0.1
H -4.351 -6.106 -1.665 0.1 0.3 0.2
H -2.027 -4.586 -2.960 -0.1 -0.1 0.0
H -2.699 -6.132 -3.513 0.0 0.0 0.1
H -1.883 -6.008 -1.937 -0.2 0.0 -0.1
H -2.266 -2.216 -2.202 -0.1 0.0 0.0
H -3.780 -1.314 -1.936 0.3 -0.1 0.1
H -3.819 -2.774 -2.890 0.2 -0.1 0.0
O 6.020 -4.736 1.923 -0.9 1.7 0.4
C 5.572 -3.675 2.349 0.5 -0.9 -0.7
O 4.646 -2.987 1.645 0.2 -1.0 0.0
C 3.915 -1.854 2.145 0.0 0.6 0.0
C 4.689 -0.569 1.926 0.3 0.1 0.2
C 6.113 -3.069 3.613 -0.2 -0.2 0.7
H 3.626 -1.998 3.191 0.2 -0.1 -0.1
H 2.982 -1.811 1.572 0.3 -0.2 0.0
H 5.635 -0.571 2.475 -0.1 -0.1 0.1
H 4.102 0.295 2.251 0.1 -0.2 -0.2
H 4.937 -0.448 0.866 -0.2 0.0 0.2
H 6.992 -2.466 3.377 -0.1 0.0 0.0
H 6.404 -3.880 4.289 0.1 0.1 -0.3
H 5.384 -2.470 4.157 0.1 0.2 -0.2
```
Positions in Å, forces in eV/Å.

Kohn-Sham gap in eV: 7.188
LUMO level in eV: 2.1
HOMO in eV: -5.04
Net charge: -1

Here are the Mulliken charges for atoms 1 to 4, given in e: -0.30, -0.37, -0.39, -0.34



[3]
Computed, not measured: 8 unconnected molecules or ions with the total composition C18H40O8 in a non-equilibrium geometry, with ωB97M-V with the def2-TZVPD basis set.

The geometry in XYZ format:
```
66
Properties=species:S:1:pos:R:3:forces:R:3
C -19.447 -6.768 -6.206 1.6 -0.5 -1.8
C -20.336 -7.832 -5.704 -1.3 0.1 2.4
C -21.784 -7.765 -6.145 1.9 -1.5 -1.6
O -20.005 -8.673 -4.885 0.4 0.3 -0.7
H -19.442 -7.003 -7.292 0.0 0.6 0.2
H -18.404 -6.881 -5.924 0.0 -0.4 0.4
H -19.661 -5.713 -6.081 -0.9 -0.1 0.1
H -22.404 -8.292 -5.484 -0.7 -1.1 0.8
H -21.778 -8.212 -7.170 -0.5 0.4 0.7
H -22.111 -6.784 -6.179 -0.6 2.1 -0.4
C -15.214 -9.889 -3.457 -1.3 1.0 -2.8
C -15.363 -8.484 -4.101 -0.4 -0.7 -0.5
C -15.346 -7.330 -3.107 -0.8 0.3 0.0
O -15.587 -8.328 -5.309 0.6 -0.1 2.4
H -16.246 -10.218 -3.305 0.0 0.3 1.1
H -14.549 -9.851 -2.620 0.2 -0.5 0.4
H -15.021 -10.541 -4.316 1.0 -0.1 0.5
H -14.794 -6.511 -3.588 0.0 -0.2 0.6
H -15.128 -7.528 -2.016 0.4 0.0 -1.5
H -16.403 -7.018 -3.051 0.3 0.0 -0.1
C -22.469 -12.404 -1.378 0.4 1.6 0.4
C -22.762 -11.681 -0.061 0.2 -1.0 1.2
C -23.038 -10.178 -0.075 1.3 0.2 -0.3
O -22.739 -12.328 0.990 -0.1 1.3 -1.5
H -22.500 -13.453 -1.155 0.1 -0.5 -0.2
H -21.432 -12.044 -1.616 -0.8 -0.5 -0.2
H -23.161 -12.111 -2.191 0.4 -0.1 0.4
H -22.359 -9.561 0.566 -0.5 -0.9 -0.3
H -24.024 -10.042 0.293 -1.0 0.2 0.4
H -22.970 -9.730 -1.072 0.0 -0.3 0.1
C -20.331 -5.349 -1.806 -0.7 -2.0 0.1
C -21.232 -5.742 -0.642 -0.7 -0.8 0.5
C -21.471 -4.708 0.440 1.6 1.4 -1.4
O -21.728 -6.855 -0.486 0.7 0.6 -0.6
H -20.708 -4.407 -2.136 0.1 0.7 -0.6
H -20.351 -6.160 -2.601 0.0 1.1 0.9
H -19.316 -5.258 -1.428 0.1 0.2 -0.1
H -21.521 -3.654 0.045 0.1 -1.0 0.3
H -20.555 -4.796 1.042 -0.2 0.3 0.1
H -22.320 -4.900 1.035 -0.9 -0.5 0.6
C -15.761 -3.695 -2.598 1.2 1.6 -1.2
C -17.076 -3.675 -3.383 -0.3 1.2 1.7
C -17.215 -4.711 -4.490 -0.2 1.7 -0.4
O -17.972 -2.920 -2.983 1.3 -1.6 -1.4
H -14.968 -4.208 -3.165 -0.3 0.2 0.2
H -15.937 -4.281 -1.726 -0.1 -0.3 1.0
H -15.347 -2.646 -2.325 -1.1 -1.7 -0.3
H -16.255 -5.137 -4.834 -0.8 0.3 0.1
H -17.833 -4.223 -5.268 0.7 -0.2 -0.1
H -17.876 -5.453 -4.119 -0.4 -1.1 0.5
C -20.945 -6.992 3.136 1.7 0.3 -0.7
C -19.730 -7.356 2.199 -1.4 -0.1 0.0
C -19.536 -8.837 1.859 1.8 1.0 1.0
O -19.002 -6.510 1.741 0.3 0.2 -0.1
H -20.581 -7.228 4.135 -0.5 -0.6 0.2
H -21.842 -7.491 2.794 -0.1 -0.5 0.4
H -21.152 -5.923 3.185 0.3 0.0 -0.4
H -20.382 -9.206 1.356 -1.2 -0.5 -0.6
H -19.439 -9.361 2.834 0.1 0.0 -0.7
H -18.627 -8.953 1.206 -0.9 0.0 0.9
O -17.940 -7.554 -1.108 -0.2 -1.0 -0.2
H -18.305 -8.481 -1.120 0.3 1.4 0.1
H -18.097 -7.162 -0.238 -0.1 -0.3 0.1
O -20.050 -9.548 -2.102 0.5 -1.0 0.6
H -20.008 -9.522 -3.053 0.1 0.0 -0.8
H -20.508 -8.754 -1.877 -0.7 1.1 0.4
```
Positions in Å, forces in eV/Å.

Kohn-Sham gap in eV: 9.865
SMILES string: CC(C)=O.CC(C)=O.CC(C)=O.CC(C)=O.CC(C)=O.CC(C)=O.O.O
LUMO level in eV: 0.5
HOMO in eV: -9.34
Net charge: 0

Here are the Mulliken charges for atoms 1 to 4, given in e: -1.00, 0.90, -1.39, -0.64



[4]
Computed, not measured: a molecular structure, C18H40OP2SiZr in a non-equilibrium geometry, with ωB97M-V with the def2-TZVPD basis set.

The geometry in XYZ format:
```
63
Properties=species:S:1:pos:R:3:forces:R:3
P 3.617 1.431 -0.895 4.1 0.8 -1.5
P 2.259 -1.255 -0.168 2.2 -3.4 0.7
C 4.759 0.058 -0.370 0.3 0.2 0.3
C 4.111 -1.342 -0.276 -0.2 0.3 -0.8
H 5.214 0.385 0.580 -0.2 -0.3 -0.2
H 5.563 0.051 -1.117 -0.1 0.0 0.3
H 4.312 -1.928 -1.187 0.1 0.2 0.3
H 4.479 -1.926 0.579 -0.1 0.2 -0.3
C 2.136 -1.088 1.666 -0.4 -0.1 0.2
H 1.118 -1.304 2.026 0.2 0.1 0.0
H 2.455 -0.096 2.046 0.0 -0.3 -0.1
H 2.835 -1.835 2.062 -0.2 0.2 0.1
C 1.706 -2.887 -0.674 -0.5 -0.5 -0.3
H 2.557 -3.585 -0.752 -0.4 0.3 0.2
H 1.241 -2.777 -1.667 0.1 -0.2 0.3
H 0.946 -3.280 0.021 0.3 0.1 -0.2
C 4.205 2.979 -0.139 -0.1 0.2 0.4
H 3.352 3.491 0.339 0.6 0.1 0.0
H 4.618 3.622 -0.930 -0.2 -0.2 0.4
H 4.986 2.750 0.595 -0.2 0.3 0.0
C 4.175 1.765 -2.615 -0.4 -0.2 -0.5
H 3.801 1.029 -3.341 0.1 0.2 0.2
H 5.277 1.756 -2.625 -0.4 0.0 0.1
H 3.821 2.765 -2.905 0.1 -0.4 0.0
Zr 1.304 0.956 -0.247 -7.9 3.4 0.2
C -4.198 -1.420 -0.347 -0.1 -0.3 -0.3
C -4.379 -2.662 0.114 -0.3 0.2 -0.3
C -3.305 -3.712 0.183 0.3 -0.4 0.0
C -2.544 -3.790 1.531 0.7 -0.7 -1.2
C -1.804 -2.546 1.967 -1.0 -1.3 1.8
C -1.991 -1.353 1.424 2.5 1.3 -0.5
C -1.677 -1.204 -0.048 -0.7 -0.3 -0.9
C -2.891 -0.991 -0.964 0.1 0.3 -0.6
C 0.790 1.466 -2.359 0.2 0.4 0.1
H -4.996 -0.674 -0.414 0.0 -0.5 0.2
H -5.378 -3.035 0.355 0.2 0.5 0.3
H -2.565 -3.584 -0.614 -0.2 0.0 -0.1
H -3.771 -4.700 0.016 0.2 0.4 0.1
H -3.282 -4.102 2.286 0.4 0.5 0.2
H -1.840 -4.633 1.464 -0.2 0.0 0.0
H -1.272 -2.678 2.919 -1.1 0.4 0.4
H -1.888 -0.421 1.985 0.5 -0.6 0.1
H -1.073 -2.069 -0.375 -0.5 0.3 0.1
H -1.018 -0.314 -0.193 -0.1 -0.3 0.3
H -2.921 0.068 -1.238 -0.2 -0.4 0.0
H -2.737 -1.540 -1.909 -0.1 0.1 0.2
H 0.388 0.533 -2.791 -0.1 0.1 0.1
H 1.537 1.834 -3.083 0.0 -0.3 0.4
H -0.013 2.235 -2.404 0.2 -0.6 0.3
C -2.878 1.699 2.169 0.1 0.1 -0.1
Si -1.824 2.508 0.823 -2.1 1.1 0.4
C -2.823 2.633 -0.770 0.1 -0.1 -0.1
C -1.469 4.286 1.330 0.5 -0.2 0.0
O -0.401 1.677 0.577 3.2 -0.8 -0.8
H -3.601 2.450 2.537 0.4 -0.2 -0.1
H -2.253 1.386 3.018 -0.3 0.1 -0.1
H -3.469 0.835 1.825 0.2 0.3 0.1
H -3.561 3.440 -0.662 0.3 0.0 0.1
H -2.182 2.885 -1.626 -0.2 0.0 0.1
H -3.411 1.748 -1.033 0.2 0.2 0.1
H -0.762 4.327 2.168 -0.1 0.0 -0.1
H -1.018 4.837 0.494 -0.1 0.0 0.1
H -2.364 4.845 1.640 0.1 -0.4 -0.2
```
Positions in Å, forces in eV/Å.

Kohn-Sham gap in eV: 4.498
LUMO level in eV: -8.7
HOMO in eV: -13.17
Net charge: +2
ΔE to the lowest compared entry with this formula, charge and spin in eV: 1.233

Here are the Mulliken charges for atoms 1 to 4, given in e: 1.60, 1.04, -1.07, -1.12



| no. | electronic energy (eV) |
| --- | --- |
| 1 | -91123.7923 |
| 2 | -33139.1458 |
| 3 | -35693.4744 |
| 4 | -49081.4899 |